Arrangement w

DFT (ωB97M-V/def2-TZVPD) results for a single C8H12N2O2 molecule.

The value obtained for the orbital gap is 10.897 eV. The molar mass is 168.2 g/mol.

Geometry (Å):
O: -2.748 1.924 4.062
O: 1.821 -1.541 -5.170
N: -1.627 0.329 2.752
N: 1.089 0.085 -3.586
C: 0.392 -0.946 2.167
C: -0.217 0.082 3.147
C: 0.256 0.623 -1.429
C: -0.262 0.144 -0.047
C: 0.754 -0.501 -2.263
C: 1.452 -0.766 -4.399
C: -2.193 1.173 3.418
C: 0.902 -0.357 0.833
H: 0.366 1.047 3.120
H: -0.348 -1.737 1.977
H: -0.019 -1.267 -2.445
H: 1.645 -0.998 -1.804
H: -0.630 1.035 0.481
H: 1.683 0.409 1.080
H: -0.213 -0.302 4.196
H: 1.122 1.323 -1.346
H: -0.991 -0.663 -0.172
H: 1.424 -1.185 0.334
H: 1.224 -1.510 2.639
H: -0.583 1.177 -1.912

Arrangement x

DFT (ωB97M-V/def2-TZVPD) results for a single C8H12N2O2 molecule.

The value obtained for the orbital gap is 8.891 eV. The molar mass is 168.2 g/mol.

Geometry (Å):
O: 2.650 1.666 -1.725
O: -1.088 -1.427 1.513
N: 1.482 0.548 -0.133
N: -0.780 0.107 -0.707
C: -0.683 0.531 -1.986
C: 1.192 -1.737 1.745
C: 1.621 1.166 -1.292
C: 0.075 -0.626 1.624
C: 0.553 1.033 -2.337
C: 0.316 0.115 0.203
C: 0.146 0.399 2.756
C: -1.801 0.732 -2.999
H: 0.709 1.214 -3.346
H: 0.061 -0.089 3.705
H: -1.668 -0.271 -0.439
H: 1.094 0.912 2.747
H: -1.559 1.452 -3.791
H: -0.648 1.206 2.670
H: 1.082 -2.155 2.763
H: -2.700 1.036 -2.463
H: 1.137 -2.508 0.962
H: -1.351 -1.842 2.372
H: 2.208 -1.292 1.649
H: -2.050 -0.170 -3.491

Short version: arrangement w, arrangement x, most stable first.

Arrangement w

DFT (ωB97M-V/def2-TZVPD) results for a gas-phase ion, C2H4N3O (charge +1).

The value obtained for the orbital gap (spin up / spin down) is 8.922 / 8.923 eV. As for the charge: +1. The molar mass is 86.1 g/mol.

Geometry (Å):
O: 1.045 -1.147 0.483
N: 2.023 0.218 -2.454
N: 0.201 -0.326 0.304
N: 1.214 0.304 -1.708
C: -0.875 -0.198 1.322
C: 0.216 0.370 -0.893
H: -0.405 0.367 2.098
H: -1.552 0.606 0.895
H: -0.561 0.994 -1.382
H: -1.305 -1.188 1.335

Arrangement x

DFT (ωB97M-V/def2-TZVPD) results for a gas-phase ion, C2H4N3O (charge +1).

The value obtained for the orbital gap (spin up / spin down) is 9.518 / 9.519 eV. As for the charge: +1. The molar mass is 86.1 g/mol.

Geometry (Å):
O: -0.869 1.093 0.445
N: -1.985 -0.827 -0.109
N: -2.588 0.116 0.097
N: -0.114 0.185 0.177
C: 1.289 0.579 -0.001
C: -0.695 -1.057 -0.101
H: 1.236 1.662 0.194
H: 1.797 0.117 -0.903
H: 2.017 0.039 0.659
H: -0.087 -1.908 -0.458

Arrangement y

DFT (ωB97M-V/def2-TZVPD) results for 2 unconnected molecules or ions with the total composition C2H4N3O.

The value obtained for the orbital gap is 9.511 eV. As for the charge: +1. The molar mass is 86.1 g/mol.

Geometry (Å):
O: 1.132 -1.331 -1.175
N: 1.105 -0.451 0.922
N: -1.665 1.805 0.795
N: -1.108 1.110 0.139
C: 0.719 -0.626 -0.325
C: -0.571 0.371 -0.783
H: -0.354 0.894 -1.707
H: 0.599 -0.046 1.720
H: 1.829 -1.112 1.155
H: -1.685 -0.613 -0.740

Short version: arrangement y, arrangement w, arrangement x, most stable first.

Arrangement w

DFT (ωB97M-V/def2-TZVPD) results for a gas-phase ion, C2H4N3O (charge +1).

The value obtained for the orbital gap is 12.266 eV. As for the charge: +1. The molar mass is 86.1 g/mol.

Geometry (Å):
O: -0.110 -0.716 -2.122
N: -0.190 -0.181 -0.126
N: -0.819 -0.805 -1.043
N: 0.977 0.037 -1.951
C: -0.558 -0.005 1.253
C: 0.991 0.485 -0.751
H: -0.428 0.976 1.645
H: -0.001 -0.713 1.794
H: -1.514 -0.273 1.507
H: 1.652 1.196 -0.205

Arrangement x

DFT (ωB97M-V/def2-TZVPD) results for 2 unconnected molecules or ions with the total composition C2H4N3O.

The value obtained for the orbital gap is 10.324 eV. As for the charge: +1. The molar mass is 86.1 g/mol.

Geometry (Å):
O: 0.822 -0.118 -0.653
N: 0.270 0.973 0.927
N: 2.401 0.093 -2.340
N: -0.651 0.427 1.203
C: 1.703 -0.108 -1.431
C: -1.782 -0.258 1.270
H: -2.508 0.510 1.312
H: -1.761 -0.845 0.311
H: 3.315 0.192 -2.768
H: -1.810 -0.866 2.169

Short version: arrangement x, arrangement w, most stable first.

Arrangement w

DFT (ωB97M-V/def2-TZVPD) results for 2 unconnected molecules or ions with the total composition C7H16N2O2.

The value obtained for the orbital gap is 10.204 eV. The molar mass is 160.2 g/mol.

Geometry (Å):
O: 0.454 0.667 -1.866
O: -0.424 3.253 2.560
N: -0.334 -1.176 -0.797
N: 0.696 1.521 1.368
C: 0.030 3.544 0.235
C: -0.054 2.727 1.542
C: -1.668 -0.670 -1.101
C: 2.099 -0.844 -1.130
C: 0.649 -0.436 -1.341
C: -0.792 -2.290 1.376
C: -0.252 -2.525 -0.193
H: -0.014 2.976 -0.765
H: -0.954 -3.193 -0.679
H: 2.539 -0.331 -0.324
H: -0.725 4.271 0.082
H: -2.227 -0.428 -0.127
H: -1.401 -1.351 1.402
H: 1.056 1.454 0.312
H: 2.253 -1.928 -1.194
H: 2.481 -0.463 -2.043
H: -1.297 -3.134 1.762
H: -0.008 -2.414 2.144
H: 0.407 0.643 1.806
H: 0.764 -2.846 -0.026
H: -1.751 0.157 -1.808
H: 0.916 4.188 0.156
H: -2.442 -1.372 -1.351

Arrangement x

DFT (ωB97M-V/def2-TZVPD) results for 2 unconnected molecules or ions with the total composition C7H16N2O2.

The value obtained for the orbital gap is 9.974 eV. The molar mass is 160.2 g/mol.

Geometry (Å):
O: -2.028 -0.408 -0.800
O: 2.633 0.170 0.036
N: -0.044 -0.874 -1.738
N: 0.774 0.073 1.301
C: -0.553 0.430 2.005
C: 1.270 -1.201 1.827
C: -1.411 -0.918 -1.724
C: -1.192 1.735 1.600
C: -2.167 -1.845 -2.637
C: 1.604 0.709 0.455
C: 1.286 2.044 -0.168
H: 0.449 -0.894 -2.612
H: -1.620 -2.170 -3.525
H: 2.345 -1.209 1.820
H: -0.223 0.353 3.035
H: -0.583 2.318 0.957
H: -2.256 1.764 1.399
H: 0.929 -2.021 1.203
H: -3.093 -1.388 -2.980
H: -2.442 -2.721 -2.054
H: 2.052 2.326 -0.889
H: 0.761 -1.400 2.764
H: -1.189 2.363 2.503
H: 0.454 -0.930 -0.867
H: 1.218 2.893 0.516
H: 0.373 2.040 -0.773
H: -1.103 -0.427 1.644

Short version: arrangement x, arrangement w, most stable first.